1.
The following is a quantum chemistry calculation of a 7-piece molecular cluster, C40H101N7O13 overall in a non-equilibrium geometry, from the OMol25 dataset.

Positions of all 161 atoms, in Å:
1 C 7.868 -6.841 5.358
2 O 8.895 -7.673 5.772
3 C 8.584 -8.377 6.941
4 C 9.677 -9.398 7.395
5 C 9.791 -10.453 6.360
6 N 9.516 -10.003 8.725
7 H 8.091 -6.097 4.593
8 H 7.355 -6.381 6.203
9 H 6.996 -7.318 4.909
10 H 8.458 -7.638 7.732
11 H 7.673 -8.947 6.762
12 H 10.643 -8.897 7.447
13 H 10.274 -10.221 5.411
14 H 8.831 -10.836 6.012
15 H 10.479 -11.265 6.597
16 H 10.084 -9.434 9.336
17 H 9.958 -10.909 8.794
18 C -8.998 -1.635 0.796
19 O -10.425 -1.655 0.779
20 C -11.010 -1.207 2.090
21 C -12.551 -0.977 2.034
22 N -13.259 -2.193 1.810
23 C -14.684 -2.123 1.836
24 C -15.211 -3.352 0.951
25 O -14.832 -3.100 -0.440
26 C -13.729 -3.977 -0.803
27 H -8.649 -2.487 1.378
28 H -8.609 -0.786 1.358
29 H -8.593 -1.800 -0.202
30 H -10.477 -0.280 2.300
31 H -10.669 -1.862 2.892
32 H -12.792 -0.358 1.170
33 H -13.011 -0.421 2.850
34 H -13.049 -2.682 0.952
35 H -15.063 -1.255 1.296
36 H -15.154 -2.153 2.819
37 H -16.295 -3.242 0.900
38 H -14.973 -4.302 1.431
39 H -12.739 -3.604 -0.542
40 H -13.721 -3.978 -1.893
41 H -13.842 -4.995 -0.432
42 C 0.657 15.815 7.788
43 O 1.663 15.757 6.836
44 C 2.551 14.643 7.133
45 C 3.151 14.343 5.778
46 N 3.656 12.976 5.763
47 C 4.315 12.600 4.564
48 C 3.440 12.506 3.307
49 O 2.235 11.723 3.473
50 C 2.413 10.322 3.790
51 H 0.124 16.757 7.657
52 H 1.052 15.681 8.795
53 H -0.097 15.041 7.643
54 H 1.925 13.778 7.354
55 H 3.248 14.820 7.953
56 H 3.940 15.088 5.679
57 H 2.287 14.479 5.127
58 H 2.923 12.312 5.968
59 H 4.805 11.631 4.658
60 H 4.980 13.405 4.249
61 H 4.003 12.071 2.481
62 H 3.073 13.514 3.115
63 H 1.481 9.785 3.967
64 H 3.112 10.132 4.605
65 H 2.802 9.909 2.860
66 C -6.414 1.739 -11.403
67 O -6.186 1.134 -12.682
68 C -4.796 0.633 -12.946
69 C -4.765 -0.785 -13.642
70 N -5.526 -1.598 -12.706
71 C -6.123 -2.813 -13.250
72 C -7.486 -2.485 -13.869
73 O -7.421 -1.811 -15.085
74 C -7.074 -2.590 -16.174
75 H -7.013 1.129 -10.727
76 H -6.917 2.692 -11.570
77 H -5.453 2.037 -10.985
78 H -4.244 0.527 -12.012
79 H -4.361 1.439 -13.537
80 H -3.725 -1.071 -13.798
81 H -5.267 -0.945 -14.596
82 H -6.217 -1.019 -12.249
83 H -6.281 -3.442 -12.374
84 H -5.402 -3.327 -13.885
85 H -8.130 -1.940 -13.179
86 H -8.037 -3.419 -13.974
87 H -6.664 -1.846 -16.857
88 H -7.879 -3.041 -16.754
89 H -6.302 -3.331 -15.967
90 C 3.498 -6.175 -9.082
91 O 4.363 -5.971 -10.187
92 C 5.148 -4.742 -9.933
93 C 5.812 -4.329 -11.307
94 N 5.971 -2.868 -11.268
95 C 6.358 -2.408 -12.584
96 C 6.083 -0.844 -12.672
97 O 4.691 -0.617 -12.469
98 C 4.152 0.408 -13.155
99 H 2.737 -5.394 -9.070
100 H 4.059 -6.137 -8.148
101 H 2.932 -7.098 -9.207
102 H 6.017 -5.014 -9.334
103 H 4.563 -3.943 -9.475
104 H 5.029 -4.573 -12.025
105 H 6.793 -4.757 -11.513
106 H 5.059 -2.448 -11.160
107 H 5.949 -2.867 -13.484
108 H 7.410 -2.669 -12.697
109 H 6.502 -0.416 -13.582
110 H 6.574 -0.270 -11.886
111 H 4.371 1.426 -12.833
112 H 3.065 0.343 -13.195
113 H 4.467 0.345 -14.196
114 C 5.104 1.374 11.064
115 O 4.690 1.381 12.388
116 C 4.405 0.014 12.755
117 C 4.124 0.046 14.275
118 N 3.696 -1.225 14.814
119 C 3.138 -1.198 16.228
120 C 3.094 -2.520 16.986
121 O 4.292 -3.327 16.713
122 C 4.130 -4.743 16.787
123 H 4.555 0.698 10.408
124 H 6.178 1.229 10.946
125 H 4.977 2.391 10.691
126 H 5.332 -0.554 12.684
127 H 3.574 -0.519 12.293
128 H 3.276 0.727 14.202
129 H 4.956 0.303 14.930
130 H 4.382 -1.961 14.728
131 H 2.164 -0.721 16.338
132 H 3.878 -0.643 16.804
133 H 2.151 -2.999 16.720
134 H 3.174 -2.335 18.057
135 H 5.083 -5.270 16.768
136 H 3.471 -5.186 16.040
137 H 3.670 -4.851 17.770
138 C 1.276 -1.037 1.850
139 O 1.327 0.243 2.491
140 C 1.417 1.345 1.617
141 C 0.242 1.496 0.584
142 N 0.452 0.650 -0.629
143 C -0.552 1.049 -1.689
144 C -0.307 0.085 -2.875
145 O 0.893 0.504 -3.434
146 C 1.097 0.097 -4.759
147 H 2.150 -1.143 1.206
148 H 0.341 -1.114 1.296
149 H 1.319 -1.711 2.705
150 H 2.329 1.295 1.022
151 H 1.387 2.249 2.226
152 H 0.188 2.542 0.282
153 H -0.735 1.238 0.993
154 H 1.334 0.854 -1.077
155 H -0.561 2.112 -1.931
156 H -1.550 0.934 -1.267
157 H -1.162 0.150 -3.549
158 H -0.377 -0.962 -2.580
159 H 2.133 0.310 -5.025
160 H 0.495 0.805 -5.329
161 H 0.877 -0.929 -5.052

## Properties
SMILES = COC[C@H](C)N.COCCNCCOC.COCCNCCOC.COCCNCCOC.COCCNCCOC.COCCNCCOC.COCCNCCOC
ΔE to the lowest compared entry with this formula, charge and spin = 142.53 kcal/mol
energy = -2945.4987 hartree
net charge = 0
gap between HOMO and LUMO = 8.880 eV


2.
The following is a quantum chemistry calculation of a 18-piece molecular cluster, C72H108O54 overall in a non-equilibrium geometry, from the OMol25 dataset.

Positions of all 234 atoms, in Å:
1 C -19.905 -11.828 -13.242
2 C -20.901 -10.719 -13.286
3 C -21.769 -10.487 -14.528
4 O -22.972 -10.088 -14.052
5 C -23.064 -10.497 -12.750
6 O -24.082 -10.757 -12.089
7 O -21.788 -10.712 -12.257
8 H -20.422 -12.780 -13.368
9 H -19.212 -11.845 -12.400
10 H -19.284 -11.693 -14.127
11 H -20.448 -9.736 -13.158
12 H -21.731 -11.344 -15.200
13 H -21.384 -9.605 -15.040
14 C -14.824 -17.456 -15.524
15 C -14.049 -17.112 -14.272
16 C -14.476 -17.858 -12.998
17 O -13.349 -18.821 -12.826
18 C -12.419 -18.507 -13.749
19 O -11.290 -19.098 -13.844
20 O -12.761 -17.491 -14.548
21 H -14.335 -16.772 -16.218
22 H -15.837 -17.285 -15.160
23 H -14.635 -18.448 -15.933
24 H -14.002 -16.025 -14.211
25 H -15.484 -18.271 -13.033
26 H -14.680 -17.143 -12.201
27 C -14.536 -4.231 -16.304
28 C -13.801 -3.435 -15.188
29 C -13.580 -1.981 -15.473
30 O -13.879 -1.372 -14.222
31 C -14.688 -2.199 -13.407
32 O -15.372 -1.922 -12.435
33 O -14.696 -3.394 -14.042
34 H -13.849 -4.655 -17.037
35 H -15.296 -3.542 -16.672
36 H -14.862 -5.178 -15.875
37 H -12.918 -4.007 -14.902
38 H -14.090 -1.487 -16.300
39 H -12.517 -2.084 -15.690
40 C -5.445 -14.716 -8.258
41 C -5.644 -13.476 -9.182
42 C -6.928 -13.341 -10.075
43 O -7.792 -12.564 -9.265
44 C -7.092 -11.995 -8.200
45 O -7.512 -11.073 -7.485
46 O -5.808 -12.287 -8.317
47 H -5.482 -15.631 -8.850
48 H -6.279 -14.874 -7.575
49 H -4.565 -14.698 -7.615
50 H -4.779 -13.189 -9.780
51 H -7.339 -14.333 -10.262
52 H -6.727 -12.755 -10.971
53 C -14.723 -8.409 -16.551
54 C -16.220 -8.391 -16.971
55 C -17.247 -9.076 -16.097
56 O -18.303 -8.189 -16.216
57 C -17.867 -7.001 -16.378
58 O -18.477 -5.902 -16.321
59 O -16.643 -7.069 -16.973
60 H -14.320 -9.403 -16.742
61 H -14.658 -8.260 -15.473
62 H -14.093 -7.709 -17.100
63 H -16.336 -8.869 -17.944
64 H -16.992 -9.105 -15.038
65 H -17.814 -9.969 -16.361
66 C -13.896 -10.872 -12.430
67 C -12.518 -10.032 -12.299
68 C -11.413 -10.333 -13.311
69 O -11.162 -9.027 -13.860
70 C -12.113 -8.200 -13.688
71 O -12.080 -7.046 -14.113
72 O -12.969 -8.735 -12.701
73 H -14.698 -10.338 -11.920
74 H -13.896 -11.849 -11.946
75 H -14.233 -11.067 -13.448
76 H -12.113 -10.028 -11.287
77 H -11.680 -10.853 -14.232
78 H -10.523 -10.815 -12.907
79 C -7.600 -11.849 -15.469
80 C -6.730 -13.159 -15.517
81 C -5.874 -13.161 -16.779
82 O -4.551 -13.459 -16.290
83 C -4.546 -13.280 -14.994
84 O -3.468 -13.263 -14.356
85 O -5.842 -13.184 -14.532
86 H -8.480 -11.841 -16.112
87 H -6.968 -11.105 -15.953
88 H -7.874 -11.689 -14.426
89 H -7.237 -14.115 -15.382
90 H -6.031 -12.259 -17.371
91 H -6.166 -14.079 -17.288
92 C -12.632 -16.370 -9.936
93 C -12.111 -14.917 -10.223
94 C -10.604 -14.664 -10.133
95 O -10.473 -13.730 -11.171
96 C -11.300 -14.101 -12.100
97 O -11.190 -13.746 -13.300
98 O -12.309 -14.791 -11.636
99 H -12.088 -17.157 -10.458
100 H -13.674 -16.455 -10.246
101 H -12.677 -16.463 -8.851
102 H -12.617 -14.124 -9.672
103 H -9.945 -15.512 -10.316
104 H -10.358 -14.234 -9.162
105 C -6.215 -6.414 -14.727
106 C -5.724 -7.077 -13.508
107 C -6.471 -6.945 -12.198
108 O -6.479 -8.255 -11.655
109 C -6.015 -9.095 -12.577
110 O -6.107 -10.299 -12.421
111 O -5.719 -8.457 -13.666
112 H -5.453 -6.703 -15.450
113 H -6.311 -5.346 -14.534
114 H -7.220 -6.749 -14.983
115 H -4.729 -6.637 -13.433
116 H -7.470 -6.592 -12.455
117 H -6.132 -6.143 -11.542
118 C -14.494 -6.503 -10.133
119 C -15.776 -6.352 -10.969
120 C -15.501 -6.291 -12.419
121 O -16.478 -7.084 -12.921
122 C -17.056 -7.878 -11.981
123 O -17.742 -8.834 -12.099
124 O -16.468 -7.578 -10.838
125 H -13.846 -7.331 -10.417
126 H -14.783 -6.467 -9.083
127 H -14.011 -5.541 -10.302
128 H -16.463 -5.609 -10.563
129 H -14.539 -6.765 -12.618
130 H -15.376 -5.294 -12.841
131 C -8.571 -4.064 -15.944
132 C -7.794 -3.092 -16.745
133 C -7.539 -1.728 -16.124
134 O -6.096 -1.764 -16.107
135 C -5.607 -3.015 -16.425
136 O -4.416 -3.354 -16.215
137 O -6.561 -3.840 -16.822
138 H -8.664 -5.046 -16.408
139 H -9.572 -3.658 -15.803
140 H -8.204 -4.369 -14.964
141 H -8.182 -2.935 -17.751
142 H -8.053 -1.808 -15.167
143 H -8.009 -0.862 -16.591
144 C -16.959 -14.321 -3.959
145 C -17.020 -15.246 -5.087
146 C -18.115 -14.948 -6.124
147 O -17.334 -14.508 -7.170
148 C -15.921 -14.487 -6.962
149 O -15.120 -14.186 -7.870
150 O -15.793 -15.000 -5.740
151 H -17.786 -14.363 -3.250
152 H -17.118 -13.307 -4.328
153 H -16.030 -14.404 -3.396
154 H -16.986 -16.305 -4.833
155 H -18.712 -14.118 -5.748
156 H -18.948 -15.589 -6.413
157 C -17.106 -14.496 -17.888
158 C -17.062 -13.614 -16.657
159 C -18.358 -13.906 -15.855
160 O -17.959 -14.181 -14.566
161 C -16.634 -14.576 -14.579
162 O -16.153 -15.279 -13.732
163 O -16.064 -14.080 -15.665
164 H -16.163 -14.902 -18.255
165 H -17.427 -13.778 -18.643
166 H -17.705 -15.400 -17.993
167 H -17.009 -12.525 -16.671
168 H -18.952 -14.799 -16.051
169 H -19.050 -13.065 -15.821
170 C -16.890 -11.202 -9.501
171 C -16.752 -10.690 -8.026
172 C -16.823 -9.188 -7.908
173 O -17.563 -9.044 -6.665
174 C -18.143 -10.210 -6.256
175 O -18.776 -10.334 -5.287
176 O -17.824 -11.186 -7.199
177 H -16.238 -10.691 -10.211
178 H -17.845 -10.978 -9.977
179 H -16.615 -12.249 -9.631
180 H -15.877 -11.173 -7.592
181 H -17.449 -8.966 -8.772
182 H -15.873 -8.659 -7.975
183 C -9.967 -8.947 -5.377
184 C -10.545 -10.021 -6.350
185 C -11.388 -11.060 -5.634
186 O -12.684 -10.861 -6.139
187 C -12.621 -9.967 -7.183
188 O -13.561 -9.839 -7.859
189 O -11.437 -9.400 -7.235
190 H -9.476 -8.184 -5.983
191 H -9.221 -9.278 -4.654
192 H -10.794 -8.575 -4.772
193 H -9.780 -10.505 -6.957
194 H -11.349 -10.957 -4.549
195 H -11.149 -12.089 -5.903
196 C -11.931 -15.939 -17.927
197 C -12.229 -14.816 -16.868
198 C -10.924 -14.193 -16.473
199 O -11.467 -13.051 -15.992
200 C -12.409 -12.621 -16.793
201 O -12.915 -11.492 -16.672
202 O -12.879 -13.640 -17.445
203 H -12.859 -16.181 -18.445
204 H -11.848 -16.888 -17.397
205 H -11.073 -15.734 -18.568
206 H -12.864 -15.082 -16.023
207 H -10.151 -14.212 -17.241
208 H -10.381 -14.747 -15.707
209 C -9.941 0.658 -10.738
210 C -10.477 -0.797 -10.687
211 C -11.851 -0.849 -11.372
212 O -11.760 -1.961 -12.162
213 C -10.428 -2.294 -12.366
214 O -10.125 -2.848 -13.387
215 O -9.657 -1.563 -11.548
216 H -9.589 0.914 -11.737
217 H -9.101 0.632 -10.044
218 H -10.663 1.432 -10.478
219 H -10.774 -1.084 -9.678
220 H -11.865 0.085 -11.933
221 H -12.734 -0.792 -10.735
222 C -11.330 -7.381 -18.937
223 C -10.586 -6.107 -18.574
224 C -9.171 -6.011 -19.077
225 O -9.139 -4.635 -19.367
226 C -10.411 -4.057 -19.318
227 O -10.714 -2.918 -19.533
228 O -11.261 -4.959 -19.026
229 H -11.304 -7.606 -20.004
230 H -12.349 -7.473 -18.562
231 H -10.732 -8.086 -18.360
232 H -10.533 -5.993 -17.491
233 H -9.051 -6.539 -20.023
234 H -8.399 -6.296 -18.362

## Properties
ΔE to the lowest compared entry with this formula, charge and spin = 135.19 kcal/mol
energy = -6871.1796 hartree
net charge = 0
gap between HOMO and LUMO = 10.259 eV


3.
The following is a quantum chemistry calculation of a 2-piece molecular cluster, C9H10O2 overall in a non-equilibrium geometry, from the OMol25 dataset.

Positions of all 21 atoms, in Å:
1 C -4.952 -0.198 0.237
2 C -3.779 -0.207 0.002
3 C -2.383 -0.324 -0.357
4 O -1.815 -1.372 -0.600
5 C -1.743 0.990 -0.515
6 C -1.224 2.060 -0.734
7 H -6.008 -0.176 0.461
8 H -0.728 3.001 -0.889
9 C 2.987 0.386 0.341
10 C 1.624 -0.229 0.018
11 C 0.726 -0.299 1.225
12 C 1.529 -1.190 -1.094
13 O 1.053 0.145 -1.230
14 H 3.460 -0.035 1.242
15 H 2.827 1.458 0.516
16 H 3.692 0.275 -0.477
17 H 0.798 0.666 1.744
18 H -0.330 -0.523 1.019
19 H 1.146 -1.071 1.903
20 H 0.732 -1.936 -1.084
21 H 2.389 -1.421 -1.727

## Properties
SMILES = C#CC(=O)C#C.CC1(C)CO1
ΔE to the lowest compared entry with this formula, charge and spin = 136.10 kcal/mol
energy = -499.2149 hartree
net charge = 0
gap between HOMO and LUMO = 9.209 eV


4.
The following is a quantum chemistry calculation of a 4-piece molecular cluster, C2H15N2O3 overall in a non-equilibrium geometry, from the OMol25 dataset.

Positions of all 22 atoms, in Å:
1 C 0.038 -3.345 -0.431
2 N 1.280 -3.277 0.354
3 C -1.085 -2.526 0.336
4 N -0.383 -1.365 0.915
5 H -0.285 -4.353 -0.662
6 H 0.240 -2.909 -1.399
7 H 1.467 -4.119 0.879
8 H 2.068 -3.034 -0.227
9 H -1.582 -3.067 1.126
10 H -1.688 -2.109 -0.478
11 H -0.545 -1.125 1.891
12 H 0.651 -1.555 1.008
13 H -0.507 -0.555 0.312
14 H -0.120 3.077 -1.575
15 H -0.189 4.153 -0.337
16 O -0.122 3.249 -0.636
17 H -0.610 6.391 -2.220
18 H -1.110 6.335 -0.850
19 O -0.318 6.093 -1.349
20 H 0.469 1.979 1.206
21 H 1.634 0.989 1.188
22 O 0.697 1.072 0.951

## Properties
ΔE to the lowest compared entry with this formula, charge and spin = 18.90 kcal/mol
energy = -420.1831 hartree
net charge = +1
gap between HOMO and LUMO = 11.047 eV


5.
The following is a quantum chemistry calculation of a single C4H6N2O molecule in a non-equilibrium geometry, from the OMol25 dataset.

Positions of all 13 atoms, in Å:
1 C 1.510 -1.842 -0.114
2 O 1.246 -0.472 0.222
3 C 0.010 -0.078 0.283
4 C -1.227 -0.316 -0.152
5 N -1.676 0.876 -0.710
6 C -1.133 1.953 -0.207
7 N 0.015 1.920 0.440
8 H 1.137 -2.466 0.702
9 H 2.598 -1.920 -0.166
10 H 1.054 -2.148 -1.063
11 H -1.969 -1.117 0.011
12 H -1.733 2.854 -0.298
13 H 0.140 2.755 1.056

## Properties
ΔE to the lowest compared entry with this formula, charge and spin = 118.07 kcal/mol
energy = -340.6067 hartree
net charge = 0
gap between HOMO and LUMO = 8.512 eV